{
  "formula": "C15H23NO4S2",
  "method": "ωB97M-V/def2-TZVPD",
  "lumo_energy_ev": 0.6,
  "energy_ha": -1737.4455,
  "relative_energy_kcal_mol": 0.0,
  "charge": 0,
  "orbital_gap_ev": 9.5,
  "smiles": "Cc1ccccc1C[C@]1(S)CCOS(=O)(=O)C1.CN(C)C=O",
  "homo_energy_ev": -8.92,
  "elements": ["C", "C", "C", "C", "C", "C", "C", "C", "C", "S", "C", "C", "O", "S", "O", "O", "C", "H", "H", "H", "H", "H", "H", "H", "H", "H", "H", "H", "H", "H", "H", "H", "H", "C", "O", "N", "C", "C", "H", "H", "H", "H", "H", "H", "H"],
  "xyz": [[0.059515, -1.739481, -3.582410], [-0.588909, -0.535954, -4.229597], [-0.637001, -0.501894, -5.615089], [-1.236314, 0.543282, -6.300179], [-1.782238, 1.580588, -5.567715], [-1.740910, 1.557693, -4.189053], [-1.149945, 0.508477, -3.485948], [-1.213778, 0.586758, -1.969250], [0.128491, 0.644147, -1.173197], [1.494126, 1.234499, -2.241415], [0.472421, -0.684531, -0.452998], [-0.148725, -0.768692, 0.945497], [-1.507499, -0.229538, 0.969809], [-1.425076, 1.355998, 1.050217], [-2.625652, 1.934561, 0.533120], [-1.071016, 1.739025, 2.388363], [-0.027754, 1.701671, -0.044134], [0.908064, -1.477537, -2.954871], [0.418490, -2.415650, -4.357552], [-0.672857, -2.296122, -2.990997], [-0.217714, -1.310689, -6.202894], [-1.283629, 0.547757, -7.380811], [-2.267179, 2.407777, -6.073445], [-2.189530, 2.364173, -3.620208], [-1.837762, -0.204649, -1.551479], [-1.737131, 1.517436, -1.759157], [2.040600, 2.121979, -1.394652], [1.549538, -0.767005, -0.303912], [0.129274, -1.539373, -1.027642], [-0.220879, -1.814576, 1.231102], [0.445556, -0.259576, 1.703836], [0.841298, 1.696106, 0.613717], [-0.188195, 2.703554, -0.436130], [0.881978, -0.554103, 4.435249], [1.504323, -0.708271, 3.396237], [1.369394, -0.816415, 5.657615], [0.583866, -0.610893, 6.858796], [2.728242, -1.319996, 5.773454], [-0.152163, -0.173934, 4.443743], [1.075781, 0.112402, 7.511645], [0.466959, -1.552323, 7.398976], [-0.401183, -0.232050, 6.595820], [3.430884, -0.605499, 5.344209], [2.827496, -2.260689, 5.231395], [2.966746, -1.478445, 6.821933]],
  "forces_ev_per_angstrom": [[-0.259, 0.003, -0.262], [0.277, -0.435, 0.365], [-0.129, 0.146, -0.504], [0.035, 0.032, 0.236], [-0.271, 0.297, -0.331], [0.058, -0.089, 0.327], [-0.118, 0.061, -0.119], [0.383, 0.094, -0.419], [-0.238, 0.349, 0.893], [0.035, 0.064, -0.326], [-0.313, 0.090, 0.223], [0.196, -0.276, -0.214], [0.138, 0.342, -0.364], [-0.207, 0.871, 0.672], [-0.003, -0.577, -0.383], [0.364, -0.266, -0.173], [-0.076, -0.424, 0.007], [0.011, 0.020, 0.013], [0.037, -0.010, 0.027], [0.088, 0.041, 0.130], [0.075, -0.086, 0.199], [0.045, -0.025, -0.004], [0.042, -0.013, 0.019], [0.009, 0.045, -0.082], [0.069, -0.118, -0.047], [-0.101, -0.050, 0.053], [-0.061, -0.184, 0.097], [0.031, -0.040, -0.139], [0.086, 0.058, -0.117], [-0.188, 0.071, 0.189], [-0.109, -0.129, -0.088], [0.043, 0.078, -0.056], [-0.113, 0.018, 0.004], [-0.139, 0.112, -0.124], [0.259, -0.066, 0.274], [-0.024, -0.022, 0.118], [0.169, -0.060, -0.055], [-0.064, 0.039, -0.132], [0.009, 0.023, -0.004], [-0.055, 0.002, 0.043], [-0.043, 0.030, 0.045], [-0.001, 0.006, -0.030], [0.038, -0.032, 0.010], [0.050, -0.001, 0.013], [-0.032, 0.010, 0.019]]
}

---

{
  "formula": "C6H10NO",
  "method": "ωB97M-V/def2-TZVPD",
  "lumo_energy_ev": -7.7,
  "energy_ha": -364.1512,
  "relative_energy_kcal_mol": 123.0,
  "charge": 1,
  "orbital_gap_ev": 6.1,
  "homo_energy_ev": -13.79,
  "elements": ["O", "C", "C", "C", "C", "C", "C", "N", "H", "H", "H", "H", "H", "H", "H", "H", "H", "H"],
  "xyz": [[-2.033534, 0.625528, 0.449379], [-1.652148, 1.229469, -0.535073], [-0.326882, 1.554640, -0.891707], [0.703297, 1.295494, 0.190035], [0.854524, -0.264436, 0.292913], [1.455138, -0.936328, -0.741415], [-0.206161, -2.073033, 1.316612], [0.353199, -0.789179, 1.387133], [-2.365629, 1.358722, -1.370883], [-0.934655, 2.423293, -0.440090], [-0.010036, 1.850934, -1.882007], [0.377134, 1.657845, 1.158584], [1.683522, 1.543134, -0.204593], [1.498447, -0.509029, -1.735148], [1.906855, -1.903457, -0.554920], [-0.345403, -2.629369, 2.232116], [-1.173700, -1.779216, 0.857078], [0.216033, -2.655013, 0.471985]],
  "forces_ev_per_angstrom": [[0.703, 0.417, 0.838], [-3.261, -4.425, -2.137], [1.175, 1.927, 1.924], [0.577, -1.856, -1.440], [-0.741, 0.780, 0.079], [-0.670, -0.600, 0.296], [-0.008, 0.296, -1.217], [0.282, -0.385, 0.669], [-0.122, 0.702, 0.236], [1.547, 1.987, -0.489], [-0.392, -0.139, -0.117], [0.483, 0.159, 0.019], [-0.018, 1.143, 0.691], [0.586, 0.224, 0.100], [-0.003, -0.070, -0.201], [0.066, 0.336, 0.281], [-0.287, -0.366, 0.375], [0.082, -0.131, 0.093]]
}

---

{
  "formula": "CHHgLiO3",
  "method": "ωB97M-V/def2-TZVPD",
  "lumo_energy_ev": [-5.1, -7.7],
  "energy_ha": -424.9047,
  "relative_energy_kcal_mol": 29.9,
  "charge": 1,
  "s_squared": 0.76,
  "orbital_gap_ev": [7.2, 4.4],
  "multiplicity": 2,
  "homo_energy_ev": [-12.23, -12.13],
  "elements": ["O", "C", "O", "Hg", "Li", "O", "H"],
  "xyz": [[2.075317, 0.639501, 0.003738], [0.311075, -0.248010, -0.114675], [-0.791761, -0.447417, 0.329922], [-2.719127, -1.832365, -0.062737], [-1.255450, 1.630096, -0.048963], [0.857167, 0.941317, -0.160279], [1.522782, -0.683124, 0.052995]],
  "forces_ev_per_angstrom": [[4.511, 2.477, 0.460], [0.071, -6.677, 2.741], [1.427, 2.459, -0.803], [-1.613, -1.053, -0.404], [-0.454, -0.152, 0.228], [-1.004, 4.740, -1.107], [-2.937, -1.794, -1.115]]
}

---

{
  "formula": "C5H6INO",
  "method": "ωB97M-V/def2-TZVPD",
  "lumo_energy_ev": 0.2,
  "energy_ha": -621.7172,
  "relative_energy_kcal_mol": 55.0,
  "charge": 0,
  "orbital_gap_ev": 9.2,
  "homo_energy_ev": -9.00,
  "elements": ["C", "C", "C", "C", "C", "N", "O", "I", "H", "H", "H", "H", "H", "H"],
  "xyz": [[-0.731637, -0.598047, 0.475765], [0.273646, -1.680653, 0.585192], [1.772105, -1.130439, -1.287744], [-0.438242, 0.730276, 0.652436], [-1.350081, 1.829427, 0.240387], [1.242989, -1.742196, -0.185060], [2.725475, -0.399571, -1.287877], [1.459859, 1.641344, 0.786991], [-1.842572, -0.717530, 0.348589], [0.025234, -2.326212, 1.447165], [1.330415, -1.741271, -2.077587], [-0.836245, 2.383952, -0.565454], [-1.419861, 2.349068, 1.145172], [-2.211083, 1.401853, -0.277974]],
  "forces_ev_per_angstrom": [[-0.395, 3.128, 0.634], [-1.974, 1.067, 0.560], [0.100, -1.354, 0.797], [0.612, -2.068, -2.192], [0.443, -1.315, -1.643], [1.082, -0.795, 1.334], [-0.330, 0.132, -0.636], [0.207, -0.433, 0.795], [1.236, -0.636, 0.082], [0.891, -0.546, -0.706], [0.162, 0.641, -1.405], [-0.246, 0.169, 0.726], [-1.203, 1.721, 0.836], [-0.584, 0.289, 0.817]]
}

---

{
  "formula": "C2H4ClN",
  "method": "ωB97M-V/def2-TZVPD",
  "lumo_energy_ev": 1.0,
  "energy_ha": -593.4700,
  "relative_energy_kcal_mol": 44.6,
  "charge": 0,
  "orbital_gap_ev": 11.0,
  "smiles": "C=NCCl",
  "homo_energy_ev": -10.03,
  "elements": ["C", "C", "N", "Cl", "H", "H", "H", "H"],
  "xyz": [[1.087550, 0.877150, -0.039971], [-0.678462, -0.858128, -0.050565], [1.035710, -0.355674, -0.329551], [-1.947342, 0.368777, -0.119878], [1.925581, 1.468666, -0.204139], [0.234876, 1.303647, 0.545845], [-0.779691, -1.146981, 0.922357], [-0.878224, -1.657456, -0.724101]],
  "forces_ev_per_angstrom": [[-2.450, -1.497, 1.504], [2.937, 1.550, -1.562], [-3.800, -0.046, -0.039], [0.293, 0.252, -0.567], [1.731, 0.767, -0.292], [0.693, 0.423, -0.880], [0.527, -1.188, 2.527], [0.071, -0.261, -0.691]]
}

---

{
  "formula": "CH6N2O",
  "method": "ωB97M-V/def2-TZVPD",
  "lumo_energy_ev": 0.9,
  "energy_ha": -226.4308,
  "relative_energy_kcal_mol": 23.1,
  "charge": 0,
  "orbital_gap_ev": 10.2,
  "smiles": "[H]/N=C/N.O",
  "homo_energy_ev": -9.29,
  "elements": ["N", "C", "N", "H", "H", "H", "H", "H", "H", "O"],
  "xyz": [[-0.761184, 0.619736, -0.238337], [0.243440, 1.274747, 0.397909], [0.634281, 0.712596, 1.492418], [-1.081069, -0.219121, 0.221769], [-1.070551, 0.610569, -1.195076], [0.614385, 2.206786, -0.002724], [1.126733, 1.354552, 2.105386], [0.573102, -1.811840, -0.359470], [-0.607903, -2.441550, -1.257616], [0.328764, -2.306475, -1.164261]],
  "forces_ev_per_angstrom": [[-0.959, -0.617, -0.753], [-0.044, -1.397, 1.349], [-0.339, 0.881, -0.243], [0.218, 0.191, 0.373], [0.682, 0.790, -0.177], [-0.134, 0.274, -0.217], [0.518, -0.080, -0.350], [-0.715, -0.352, -0.498], [-0.432, 0.173, 0.493], [1.205, 0.137, 0.022]]
}

---

{
  "formula": "C3H12N2O",
  "method": "ωB97M-V/def2-TZVPD",
  "lumo_energy_ev": [-3.0, -8.8],
  "energy_ha": -305.8768,
  "relative_energy_kcal_mol": 35.0,
  "charge": 1,
  "s_squared": 0.76,
  "orbital_gap_ev": [11.9, 4.8],
  "multiplicity": 2,
  "homo_energy_ev": [-14.94, -13.55],
  "elements": ["C", "C", "C", "N", "N", "H", "H", "H", "H", "H", "H", "H", "H", "H", "H", "H", "H", "O"],
  "xyz": [[-0.473841, -0.785975, 0.625079], [-1.569316, -0.067654, -0.182739], [-0.882897, 1.124279, -0.970796], [0.282097, 0.645266, -1.710214], [-1.128994, -2.065506, 1.070685], [0.416314, -0.893646, -0.024891], [-0.106100, -0.115586, 1.372640], [-1.990784, -0.693530, -0.968568], [-2.379496, 0.484831, 0.333349], [-0.753474, 1.910293, -0.216737], [-1.450391, 1.600243, -1.783509], [0.444545, -0.336620, -1.474591], [1.087166, 1.213389, -1.424100], [-0.794661, -2.474196, 1.951711], [-1.103619, -2.722935, 0.290877], [3.441849, 0.496332, 0.420390], [3.196746, 0.712405, 1.775213], [2.929753, 1.137215, 0.937295]],
  "forces_ev_per_angstrom": [[-2.348, -1.246, 0.193], [0.019, 1.931, -2.211], [-0.018, -0.955, -0.071], [0.108, 0.988, 3.182], [2.203, 1.749, -0.462], [0.003, -0.645, 0.012], [-0.022, -0.078, 1.144], [-0.210, -0.445, 0.391], [0.391, -1.091, 0.316], [1.085, 0.259, -0.551], [-1.015, -0.272, 0.279], [0.139, -0.164, -1.209], [0.259, -0.177, -0.828], [-0.185, 0.265, -0.567], [-0.337, -0.045, 0.487], [-0.082, 0.509, -0.872], [-0.602, 0.931, 0.346], [0.612, -1.513, 0.420]]
}